This record from the Open Molecules 2025 dataset describes a single C3H5N3 molecule. The level of theory is ωB97M-V with the def2-TZVPD basis set.

Total charge: 0
Total energy: -7661.9617 eV
Spin multiplicity: 1
Relative energy (zero: lowest compared OMol25 entry of this formula, charge and spin): 47.7 kJ/mol
E_LUMO: 1.1 eV
Largest force on an atom: 0.4 eV/A
HOMO level: -8.2 eV
HOMO-LUMO gap: 9.37 eV

The geometry in XYZ format:
```
11
Properties=species:S:1:pos:R:3:mulliken_charge:R:1
N -1.963 -0.352 0.327 -0.494
C -0.595 -0.264 0.087 0.538
C 0.090 0.954 -0.134 -0.237
C 1.416 0.603 -0.140 -0.657
N 1.460 -0.736 0.013 0.293
N 0.234 -1.296 0.161 -0.861
H -2.462 0.472 0.024 0.225
H -2.422 -1.206 0.047 0.257
H -0.349 1.929 -0.277 0.309
H 2.309 1.208 -0.203 0.405
H 2.281 -1.311 0.095 0.223
```

***

This record from the Open Molecules 2025 dataset describes a single C3H5N3 molecule. The level of theory is ωB97M-V with the def2-TZVPD basis set.

Total charge: 0
Total energy: -7660.4096 eV
Spin multiplicity: 1
Relative energy (zero: lowest compared OMol25 entry of this formula, charge and spin): 197.4 kJ/mol
E_LUMO: 0.7 eV
Largest force on an atom: 0.5 eV/A
HOMO level: -9.7 eV
HOMO-LUMO gap: 10.40 eV

The geometry in XYZ format:
```
11
Properties=species:S:1:pos:R:3:mulliken_charge:R:1
H 0.829 -2.380 2.128 0.256
N 0.656 -2.195 1.139 -0.586
C 0.606 -0.944 0.926 -0.137
C 0.400 -0.421 -0.447 0.131
N 1.096 0.905 -0.788 -0.571
C -0.160 0.888 -0.688 0.156
N -1.249 1.680 -0.735 -0.436
H 0.733 -0.174 1.701 0.340
H 0.373 -1.190 -1.220 0.341
H -1.136 2.590 -1.160 0.258
H -2.148 1.241 -0.856 0.248
```

***

This record from the Open Molecules 2025 dataset describes a single C3H5N3 molecule at a distorted geometry. The level of theory is ωB97M-V with the def2-TZVPD basis set.

Total charge: 0
Total energy: -7660.9787 eV
Spin multiplicity: 1
Relative energy (zero: lowest compared OMol25 entry of this formula, charge and spin): 142.5 kJ/mol
E_LUMO: 0.3 eV
Largest force on an atom: 7.1 eV/A
HOMO level: -9.0 eV
HOMO-LUMO gap: 9.34 eV

The geometry in XYZ format:
```
11
Properties=species:S:1:pos:R:3:mulliken_charge:R:1
C -1.415 0.735 -0.186 -1.302
C -0.042 0.178 0.000 0.690
N 0.038 -1.035 0.506 -0.378
N 1.186 0.884 -0.479 -0.563
C 2.270 0.196 -0.263 0.470
N 3.316 -0.280 -0.161 -0.504
H -1.545 1.719 -0.445 0.350
H -1.971 0.123 -0.887 0.361
H -1.988 0.489 0.701 0.368
H -0.850 -1.501 0.516 0.227
H 1.002 -1.508 0.697 0.281
```

***

This record from the Open Molecules 2025 dataset describes a molecular structure, C3H5N3 at a distorted geometry. The level of theory is ωB97M-V with the def2-TZVPD basis set.

Total charge: 0
Total energy: -7658.0380 eV
Spin multiplicity: 1
Relative energy (zero: lowest compared OMol25 entry of this formula, charge and spin): 426.2 kJ/mol
E_LUMO: 0.4 eV
Largest force on an atom: 4.8 eV/A
HOMO level: -8.6 eV
HOMO-LUMO gap: 8.99 eV

The geometry in XYZ format:
```
11
Properties=species:S:1:pos:R:3:mulliken_charge:R:1
C 0.824 -1.236 1.200 -0.008
C 0.612 0.576 0.400 -0.026
C -1.585 1.024 -0.579 -0.347
N -0.926 0.457 0.314 -0.407
N 0.803 -2.337 0.839 -0.136
N 1.401 0.788 -0.604 -0.582
H 0.657 -3.236 0.436 0.301
H 1.175 0.208 -1.412 0.253
H 0.820 1.155 1.303 0.394
H -1.137 1.797 -1.220 0.287
H -2.645 0.805 -0.676 0.271
```

***

This record from the Open Molecules 2025 dataset describes a single C3H5N3 molecule. The level of theory is ωB97M-V with the def2-TZVPD basis set.

Total charge: 0
Total energy: -7661.1152 eV
Spin multiplicity: 1
Relative energy (zero: lowest compared OMol25 entry of this formula, charge and spin): 129.3 kJ/mol
E_LUMO: 0.9 eV
Largest force on an atom: 1.0 eV/A
HOMO level: -8.7 eV
HOMO-LUMO gap: 9.60 eV

The geometry in XYZ format:
```
11
Properties=species:S:1:pos:R:3:mulliken_charge:R:1
N -1.848 -0.239 -0.135 -0.608
C -0.468 0.034 -0.258 0.710
C 0.124 1.304 0.017 -0.430
N 1.420 1.217 0.169 -0.623
N 1.733 -0.087 -0.105 -0.002
C 0.586 -0.815 -0.366 -0.674
H -2.030 -0.152 0.863 0.280
H -2.029 -1.208 -0.377 0.261
H -0.399 2.238 0.188 0.425
H 2.262 -0.484 0.662 0.270
H 0.646 -1.876 -0.573 0.391
```

***

This record from the Open Molecules 2025 dataset describes a single C3H5N3 molecule. The level of theory is ωB97M-V with the def2-TZVPD basis set.

Total charge: 0
Total energy: -7660.4483 eV
Spin multiplicity: 1
Relative energy (zero: lowest compared OMol25 entry of this formula, charge and spin): 193.7 kJ/mol
E_LUMO: 0.7 eV
Largest force on an atom: 0.8 eV/A
HOMO level: -10.3 eV
HOMO-LUMO gap: 10.94 eV

The geometry in XYZ format:
```
11
Properties=species:S:1:pos:R:3:mulliken_charge:R:1
C 0.664 0.263 1.075 -0.859
N -0.622 0.198 0.269 -0.186
C -0.894 -1.076 -0.270 -0.066
N -0.541 -1.172 -1.506 -0.318
N -0.039 0.078 -1.897 -0.390
C -0.181 0.844 -0.877 0.004
H 1.329 -0.525 0.700 0.322
H 0.435 0.149 2.123 0.272
H 1.202 1.213 0.931 0.349
H -1.412 -1.866 0.264 0.390
H 0.060 1.895 -0.812 0.481
```

***

This record from the Open Molecules 2025 dataset describes a single C3H5N3 molecule at a distorted geometry. The level of theory is ωB97M-V with the def2-TZVPD basis set.

Total charge: 0
Total energy: -7661.7577 eV
Spin multiplicity: 1
Relative energy (zero: lowest compared OMol25 entry of this formula, charge and spin): 67.3 kJ/mol
E_LUMO: 1.1 eV
Largest force on an atom: 2.5 eV/A
HOMO level: -8.3 eV
HOMO-LUMO gap: 9.40 eV

The geometry in XYZ format:
```
11
Properties=species:S:1:pos:R:3:mulliken_charge:R:1
N 0.543 1.910 -0.401 -0.514
C 0.096 0.626 -0.106 0.559
C 0.881 -0.555 -0.102 -0.442
C -0.007 -1.507 0.285 -0.439
N -1.185 -0.907 0.536 0.266
N -1.155 0.410 0.272 -0.824
H 1.201 1.941 -1.166 0.238
H -0.225 2.552 -0.546 0.275
H 1.928 -0.660 -0.335 0.336
H -0.014 -2.471 0.789 0.330
H -2.064 -1.339 0.774 0.215
```

***

This record from the Open Molecules 2025 dataset describes a single C3H5N3 molecule. The level of theory is ωB97M-V with the def2-TZVPD basis set.

Total charge: 0
Total energy: -7656.4266 eV
Spin multiplicity: 1
Relative energy (zero: lowest compared OMol25 entry of this formula, charge and spin): 581.7 kJ/mol
E_LUMO (alpha / beta): 0.7 / 0.9 eV
Largest force on an atom: 0.6 eV/A
HOMO level (alpha / beta): -7.2 / -7.0 eV
HOMO-LUMO gap (alpha / beta): 7.90 / 7.95 eV

The geometry in XYZ format:
```
11
Properties=species:S:1:pos:R:3:mulliken_charge:R:1
N 1.146 1.494 0.023 -0.321
C 0.205 0.593 -0.334 -0.056
C -0.632 -0.373 0.684 -0.646
N -1.526 -1.070 -0.081 0.024
N -0.746 -1.183 -1.184 -0.550
C 0.429 -0.799 -0.370 0.028
H 2.139 1.324 -0.082 0.202
H 0.880 2.462 0.114 0.228
H -0.701 -0.128 1.738 0.366
H -2.522 -0.904 -0.172 0.269
H 1.329 -1.418 -0.336 0.456
```